131
Properties=species:S:1:pos:R:3:forces:R:3:lowdin_charge:R:1 method="wB97M-V/def2-TZVPD" energy_ev=-94893.241 gap_ev=9.2 molar_mass_g_mol=978.2 smiles="NN(CC(N)(N)N)S(=O)(=O)F.c1ccncc1.c1ccncc1.c1ccncc1.c1ccncc1.c1ccncc1.c1ccncc1.c1ccncc1.c1ccncc1.c1ccncc1.c1ccncc1"
N -1.6878 -1.2989 1.2789 -0.2 0.1 0.3 0.037
N -0.3603 -1.2583 1.8015 0.5 0.5 -0.5 -0.262
C -0.2719 -0.3516 2.9853 0.1 -0.4 0.3 -0.102
C 0.7085 0.8343 3.1137 0.0 0.4 0.3 -0.649
N 0.7715 1.6511 1.9088 -0.3 -0.3 -0.2 0.093
N 0.1589 1.5713 4.2728 -0.1 -0.2 -0.1 0.069
N 2.0585 0.4114 3.5058 0.0 -0.1 0.0 0.073
S 0.6480 -1.2553 0.4710 -0.6 -0.1 0.1 0.595
O 0.6819 -2.6004 0.0002 0.1 0.1 -0.1 -0.277
O 0.3289 -0.2214 -0.4557 0.2 0.0 0.0 -0.265
F 2.0261 -0.9765 1.0840 0.0 0.1 0.3 -0.090
H -1.9045 -0.4210 0.8102 0.1 -0.1 -0.2 0.084
H -1.7619 -2.0577 0.6117 -0.1 -0.2 0.2 0.081
H -0.0729 -0.9823 3.8522 0.0 0.0 0.0 0.086
H -1.2824 0.0358 3.1201 0.0 0.0 -0.2 0.120
H -0.0681 1.5399 1.3538 0.0 0.1 -0.1 0.045
H 0.7817 2.6342 2.1526 0.2 0.0 0.0 0.057
H -0.7418 1.9705 4.0281 0.0 0.1 0.0 0.072
H 0.7781 2.3508 4.4720 0.0 0.0 0.0 0.072
H 2.2862 0.8585 4.3858 0.0 0.1 0.0 0.062
H 2.0578 -0.5749 3.7386 0.0 0.0 0.0 0.055
N 2.2422 4.5699 -1.5891 0.0 0.0 0.0 0.064
C 1.5541 3.4403 -1.4343 0.0 0.0 0.0 -0.136
C 1.8566 2.2562 -2.0931 0.0 0.0 0.0 -0.053
C 2.9349 2.2438 -2.9613 0.0 0.0 0.0 -0.071
C 3.6593 3.4136 -3.1381 0.0 0.0 0.0 -0.089
C 3.2736 4.5424 -2.4306 0.1 0.0 0.1 -0.191
H 0.7200 3.4816 -0.7438 0.0 0.0 0.0 0.076
H 1.2617 1.3733 -1.9123 0.0 0.0 0.0 0.077
H 3.2055 1.3401 -3.4926 0.0 0.0 0.0 0.106
H 4.5061 3.4544 -3.8108 0.0 0.0 0.0 0.100
H 3.8176 5.4751 -2.5416 0.0 0.0 0.0 0.103
N 0.8914 -1.9483 5.9629 0.0 -0.1 -0.1 0.054
C 1.4742 -1.7078 7.1342 0.0 0.0 0.0 -0.151
C 1.2593 -2.4771 8.2675 0.0 0.0 0.0 -0.074
C 0.3910 -3.5537 8.1794 0.0 0.0 0.0 -0.081
C -0.2233 -3.8148 6.9655 0.0 0.0 0.0 -0.067
C 0.0592 -2.9861 5.8898 0.0 0.0 -0.1 -0.143
H 2.1443 -0.8555 7.1659 0.0 0.0 0.0 0.103
H 1.7618 -2.2352 9.1940 0.0 0.0 0.0 0.100
H 0.1969 -4.1781 9.0420 0.0 0.0 0.0 0.104
H -0.9085 -4.6430 6.8478 0.0 0.0 0.0 0.102
H -0.4040 -3.1651 4.9239 0.0 0.0 0.0 0.097
N -0.9969 4.2664 0.9210 0.0 0.0 0.0 0.053
C -0.4942 5.4981 1.0135 0.0 -0.1 0.0 -0.160
C -0.9766 6.5742 0.2830 0.0 0.0 0.0 -0.054
C -2.0292 6.3627 -0.5913 0.0 0.0 0.0 -0.069
C -2.5630 5.0864 -0.6950 0.0 0.0 0.0 -0.076
C -2.0105 4.0788 0.0788 0.0 0.0 0.0 -0.194
H 0.3253 5.6333 1.7063 0.0 0.1 0.0 0.083
H -0.5302 7.5509 0.4068 0.0 0.0 0.0 0.106
H -2.4307 7.1775 -1.1802 0.0 0.0 0.0 0.106
H -3.3897 4.8743 -1.3600 0.0 0.0 0.0 0.103
H -2.4025 3.0671 0.0263 0.0 0.0 -0.1 0.102
N 1.9210 -6.3813 -3.7652 0.0 0.0 0.0 0.049
C 1.8147 -5.6314 -2.6702 0.1 0.0 0.1 -0.162
C 0.8989 -4.6017 -2.5189 0.0 0.0 -0.1 -0.057
C 0.0474 -4.3258 -3.5760 0.0 0.0 0.0 -0.064
C 0.1474 -5.0919 -4.7274 0.0 0.0 0.0 -0.083
C 1.0941 -6.1053 -4.7715 0.0 0.0 0.0 -0.154
H 2.5023 -5.8669 -1.8647 0.0 0.0 0.0 0.106
H 0.8621 -4.0343 -1.6019 0.0 0.0 0.0 0.066
H -0.6800 -3.5271 -3.5017 0.0 0.0 0.0 0.107
H -0.4981 -4.9137 -5.5768 0.0 0.0 0.0 0.082
H 1.1962 -6.7247 -5.6561 0.0 0.0 0.0 0.104
N -4.6595 3.6343 3.5618 0.0 0.0 0.0 0.055
C -4.8054 4.0865 2.3177 0.0 0.0 0.1 -0.149
C -5.8585 4.8925 1.9119 0.0 0.0 0.0 -0.069
C -6.8166 5.2469 2.8476 0.0 0.0 0.0 -0.081
C -6.6796 4.7819 4.1456 0.0 0.0 0.0 -0.076
C -5.5871 3.9829 4.4503 0.0 0.0 0.0 -0.160
H -4.0359 3.7887 1.6167 0.0 0.0 0.0 0.073
H -5.9203 5.2331 0.8871 0.0 0.0 0.0 0.100
H -7.6545 5.8738 2.5711 0.0 0.0 0.0 0.105
H -7.4029 5.0311 4.9100 0.0 0.0 0.0 0.100
H -5.4479 3.6023 5.4563 0.0 0.0 0.0 0.102
N 1.1053 -3.6845 -9.3338 0.0 0.0 0.0 0.055
C 0.4692 -3.3777 -10.4612 0.0 0.0 0.0 -0.157
C -0.8624 -2.9909 -10.5116 0.0 0.0 0.0 -0.076
C -1.5739 -2.9197 -9.3253 0.0 0.0 0.0 -0.082
C -0.9246 -3.2373 -8.1433 0.0 0.0 0.0 -0.078
C 0.4099 -3.6122 -8.2011 0.0 0.0 0.0 -0.156
H 1.0564 -3.4453 -11.3705 0.0 0.0 0.0 0.102
H -1.3255 -2.7515 -11.4590 0.0 0.0 0.0 0.100
H -2.6142 -2.6211 -9.3218 0.0 0.0 0.0 0.104
H -1.4397 -3.1931 -7.1929 0.0 0.0 0.0 0.094
H 0.9524 -3.8637 -7.2963 0.0 0.0 0.0 0.092
N -1.8494 -4.8860 2.5734 0.1 0.0 0.0 0.050
C -2.5734 -5.9512 2.9084 0.0 0.0 0.0 -0.170
C -2.3884 -7.2082 2.3535 0.0 0.0 0.0 -0.079
C -1.4000 -7.3691 1.3952 0.0 0.0 0.0 -0.087
C -0.6358 -6.2724 1.0327 -0.1 0.2 0.1 -0.064
C -0.8986 -5.0552 1.6521 0.0 0.0 0.0 -0.145
H -3.3411 -5.7880 3.6579 0.0 0.0 0.0 0.098
H -3.0085 -8.0383 2.6652 0.0 0.0 0.0 0.097
H -1.2215 -8.3304 0.9313 0.0 0.0 0.0 0.093
H 0.1390 -6.3632 0.2862 0.1 0.0 0.0 0.079
H -0.3263 -4.1673 1.4029 0.0 -0.1 0.0 0.071
N 0.8500 7.9939 -6.1017 0.0 0.0 0.0 0.049
C 1.4556 7.9669 -7.2866 0.0 0.0 0.0 -0.163
C 2.4484 7.0579 -7.6217 0.0 0.0 0.0 -0.079
C 2.8358 6.1252 -6.6728 0.0 0.0 0.0 -0.078
C 2.2161 6.1411 -5.4340 0.0 0.0 0.0 -0.064
C 1.2325 7.0916 -5.2009 0.0 0.0 0.0 -0.149
H 1.1282 8.7119 -8.0038 0.0 0.0 0.0 0.100
H 2.9030 7.0838 -8.6027 0.0 0.0 0.0 0.098
H 3.6069 5.3983 -6.8950 0.0 0.0 0.0 0.104
H 2.4826 5.4337 -4.6624 0.0 0.0 0.0 0.069
H 0.7264 7.1296 -4.2422 0.0 0.0 0.0 0.103
N 0.5652 7.0796 3.6391 0.0 0.0 0.0 0.051
C -0.4549 6.5965 4.3451 0.0 0.0 0.0 -0.151
C -0.5095 6.6269 5.7307 0.0 0.0 0.0 -0.069
C 0.5536 7.1877 6.4201 0.0 0.0 0.0 -0.080
C 1.6224 7.6933 5.6974 0.0 0.0 0.0 -0.073
C 1.5800 7.6159 4.3133 0.0 0.0 0.0 -0.146
H -1.2666 6.1601 3.7711 0.0 0.0 0.0 0.100
H -1.3651 6.2186 6.2507 0.0 0.0 0.0 0.102
H 0.5498 7.2291 7.5017 0.0 0.0 0.0 0.105
H 2.4745 8.1383 6.1926 0.0 0.0 0.0 0.101
H 2.3980 8.0004 3.7144 0.0 0.0 0.0 0.105
N 1.3664 -8.6825 0.0682 0.0 -0.1 -0.1 0.059
C 1.8638 -8.9187 -1.1463 -0.1 0.0 0.0 -0.140
C 2.7690 -9.9339 -1.4183 0.0 0.0 0.0 -0.063
C 3.1814 -10.7477 -0.3758 0.0 0.0 0.0 -0.080
C 2.6705 -10.5153 0.8913 0.0 0.0 0.0 -0.074
C 1.7686 -9.4756 1.0585 0.0 0.1 0.0 -0.152
H 1.5174 -8.2698 -1.9417 0.0 0.0 0.0 0.082
H 3.1363 -10.0782 -2.4249 0.0 0.0 0.0 0.104
H 3.8871 -11.5503 -0.5477 0.0 0.0 0.0 0.104
H 2.9631 -11.1249 1.7352 0.0 0.0 0.0 0.100
H 1.3468 -9.2628 2.0358 0.0 0.0 0.0 0.104